Entry 1:
C44H53BBeF4N7O3 as an isolated structure, computed with ωB97M-V/def2-TZVPD.

Element x y z (Å)
H 4.8430 1.9876 -1.3967
C 1.9942 -1.9729 -4.4686
H -2.7058 1.7198 -0.9032
H -2.4624 -0.9272 -5.0187
O 2.2494 2.2910 0.3323
H 1.1444 5.0865 1.8843
H -1.1150 1.5939 -3.5777
F 1.8048 -0.0965 0.3426
H 3.4999 -5.1601 1.1004
H -0.5409 1.0362 1.9084
C 2.2388 -0.4933 -2.6253
C 3.8595 1.5490 -1.2281
H -3.8095 -0.3781 -4.1754
C -2.5200 2.5179 -1.6220
H 1.9854 -1.0356 -0.9613
H 2.4188 -2.5096 -5.3042
C 1.8837 3.0861 4.4425
C 1.3942 1.7891 2.4612
F -0.4508 -0.1985 0.2191
N 0.1563 -1.6943 -3.0027
C -0.5505 -2.0924 3.1816
C 1.6758 4.2562 3.7197
F 0.6822 1.1923 -1.0939
H -3.1447 -2.0528 -3.8264
N 1.2731 2.9345 1.7086
F 0.4643 1.5788 1.0796
C 0.5149 -3.1721 -0.9668
H 1.3037 0.7862 2.0708
H -2.2236 -1.7003 -1.0662
H -0.8845 -6.2171 -1.3477
H 3.3032 1.1000 2.1213
H -1.0421 1.1561 0.4833
H 2.7635 0.2095 -1.9950
H 3.7984 -0.9079 -4.0788
C -5.1817 -0.4097 0.8983
C -3.2222 0.0984 -0.3912
H -0.5896 -3.1358 2.9058
C 0.3243 -4.4470 -1.4985
H 4.9193 1.5654 1.5696
H 0.0630 -2.8767 -4.7070
H -2.5392 -1.8107 2.2451
C 0.8992 -0.8178 -2.2706
C -0.7487 -5.1842 -1.0629
H -1.0995 -2.3468 -2.3395
H -0.1057 3.0884 -3.5649
C -0.5994 0.5656 3.9883
H -2.2959 5.4410 2.4016
C -4.5768 0.2374 -0.1980
C -0.6977 -0.4850 4.9114
C -1.7244 -4.5436 -0.3150
N 2.2863 -3.5112 1.2534
C -0.9006 4.2947 1.3106
H 0.5077 1.5996 -2.8168
H -3.1604 1.2757 1.8550
C -0.5382 -2.5612 -0.2289
C -1.0242 2.6504 -1.7449
O -2.1718 0.7088 -2.6904
C 1.8626 -2.3844 0.6812
C -2.5038 2.1253 1.7396
H 1.8746 0.9751 4.4255
H 1.2870 -2.5146 -1.3383
H -0.6295 1.5821 4.3518
C -0.3878 2.1861 -3.0223
H -6.2413 -0.2372 1.0157
H 2.2882 3.2115 5.4360
O -0.3820 3.3044 -0.9294
C -0.5747 0.2265 2.6223
C 3.4484 -2.6165 -1.0937
C -2.4873 -0.6388 0.4627
C 3.8932 -3.8066 -0.5084
N -1.6553 -3.2202 0.1241
H 4.1207 0.0577 0.9603
H 1.7408 5.2393 4.1621
H 3.8324 -2.3059 -2.0541
H -0.4249 -1.5053 -0.0319
C 2.8016 -1.1210 -3.7217
C 1.3441 4.1431 2.3705
H 3.7673 0.5331 -1.6123
N -0.5055 3.0887 0.8217
C -1.5272 -1.4610 -1.8698
C 0.6984 -2.2322 -4.1177
H 3.1998 2.0348 -1.9471
H -0.4588 -1.4187 1.1844
H -2.7898 0.6191 -1.2327
C -2.7977 3.3293 2.3334
N -0.6435 -1.7955 4.5049
H -2.6123 -5.0254 0.0671
C 2.4270 -1.9012 -0.4901
H 4.6111 -4.4281 -1.0229
C -0.4991 -1.1240 2.2226
H -5.1150 0.8342 -0.9196
C -2.0204 4.4454 2.0865
H -3.6456 3.3475 3.0020
H -2.9211 2.1213 -2.5547
B 0.6260 0.6094 0.1489
C 3.2500 -4.2145 0.6425
C -3.1149 -1.2371 1.5337
C -2.1544 -0.5093 -2.8790
C -2.9288 -1.0052 -4.0367
H -0.2693 5.1486 1.1138
H -0.7245 -0.9172 -1.3717
C -1.3824 2.0435 0.9962
H -3.0145 3.4065 -1.2297
C 3.9835 1.0938 1.2696
H 1.0246 -1.9507 1.2066
H -1.4226 -0.7792 0.3477
H -0.8283 -0.3234 5.9712
N -4.4858 -1.1099 1.8108
C 1.6673 1.8551 3.8346
Be 0.8982 2.9968 0.0274
H 0.4961 -0.3198 -1.4011
C 3.3048 1.7851 0.1300
H 1.0752 -4.8982 -2.1301

Its relative energy (zero: lowest compared OMol25 entry of this formula, charge and spin) is 4123.07 kJ/mol. The value obtained for the maximum force is 16.34 eV Å⁻¹. The total energy is -74964.9368 eV. Its charge is +1.

Entry 2:
C44H53BN8O4ReS4 as an isolated structure, computed with ωB97M-V/def2-TZVPD.

Element x y z (Å)
H 1.4088 -4.4064 -2.6901
C -3.7900 -1.5691 1.3093
H -0.2453 -4.7692 -0.7512
C 1.0708 6.3634 2.7805
B -1.3245 -0.5544 0.1702
C 1.8583 5.2589 2.3902
C -1.0652 -0.0810 -2.2548
C 2.0012 3.2192 1.0102
H -1.7315 -4.1948 -4.7787
C 2.3216 -3.2258 1.5060
H -1.5279 0.9621 -4.8738
C -1.8704 -4.6693 -3.8066
C 3.3242 3.2756 -2.2839
H 6.5279 3.9661 -3.1217
H -5.7696 -3.0367 2.6794
H 4.2102 -4.1260 1.9896
N -2.7011 -1.0732 0.7966
H -1.8583 -5.7479 -3.9638
C 3.5685 2.1765 -1.4711
C -4.8351 -0.6217 1.5256
H 4.2510 -2.3661 2.0513
H 0.5025 -4.4148 1.4018
C -5.7891 1.6928 1.4957
C 1.2994 4.3606 1.4680
C -0.9427 5.8489 -2.9993
H -0.8133 7.3585 2.5565
C -0.7669 -4.2862 -2.8085
H 4.2306 4.7775 -3.5088
H -4.3289 -2.8160 3.6899
H -4.6364 -4.7500 0.4691
H -2.8570 -4.3937 -3.4291
H -1.6816 5.6527 0.9603
H 1.9669 -5.3444 1.7574
S 2.2084 1.3096 -0.7639
C 1.1074 0.0761 3.0181
C -0.9966 -5.0305 -1.4961
C 3.1609 5.0080 2.8818
H -4.7171 -4.3967 3.0142
H -6.0284 2.2271 0.5749
H 0.6381 -5.7477 -3.5420
H 2.3116 3.6192 -2.4472
C 2.6143 -3.3193 0.0040
H 3.2194 -2.4736 -0.3267
H -0.3384 -0.1274 -5.6096
C 5.9209 2.3558 -1.8485
H -1.9825 -3.1977 2.6239
H 1.4769 7.0768 3.4867
S -3.0931 2.8154 0.4577
C -3.8800 -3.0527 1.5658
C -4.6968 0.7094 1.2522
C 1.4461 -4.4058 1.9494
H -0.2081 6.6157 -2.7505
H 1.2251 -4.3568 3.0177
C -4.5458 -3.6732 0.3248
N -0.1249 -0.5526 1.0990
S -0.7276 1.8694 2.0798
C 1.3630 1.0223 4.1465
N 0.0310 4.5290 0.9895
H 5.0104 0.8436 -0.6121
C 3.8225 3.8912 2.4620
H 3.4912 -3.2992 3.3578
C -0.6096 0.4010 -4.6984
H -6.6844 1.2014 1.8670
O -1.8107 4.4721 -1.2042
C 3.2505 2.9893 1.5366
H 1.7000 1.9872 3.7643
H -5.4639 2.4405 2.2216
C -4.7273 -3.3264 2.8116
N -2.5493 0.2280 0.5128
C -0.7780 -0.5595 -3.5687
H -1.8454 -3.4614 0.8740
C 4.8540 1.7063 -1.2445
H 3.8134 2.1132 1.2573
N -1.0264 -2.3158 -1.4105
C 0.6054 -4.6705 -3.3794
C 1.8073 -1.0831 2.8594
N 1.3146 2.4541 0.0323
S -1.5121 1.5663 -2.0248
Re -0.6703 2.9399 -0.2086
H -1.9396 6.2793 -3.0115
C -2.4741 -3.6299 1.7494
H 2.5897 -1.3321 3.5623
C -0.6846 5.5720 1.3733
C 4.3996 3.9184 -2.8738
H -5.5465 -3.2706 0.1610
O 1.3800 0.7959 -1.8164
C -0.8611 4.7575 -1.9989
H 2.1209 0.6194 4.8146
O 2.7296 0.3712 0.2003
H 0.8046 -4.1901 -4.3379
C -0.6409 -1.9024 -3.7120
C -0.8125 -2.7820 -2.6076
C -0.1897 6.5235 2.2732
N -1.1109 -0.9724 -1.2633
H -5.7718 -0.9776 1.9306
C 0.1315 0.3765 2.0302
H 1.6898 -3.3174 -0.5713
H 3.6078 5.6971 3.5852
C 1.5455 -1.9463 1.7706
C 3.6412 -3.2428 2.2785
H -0.4087 -2.3158 -4.6843
C 5.6931 3.4597 -2.6563
N 0.5687 -1.6894 0.9433
H 0.4512 1.2024 4.7173
H 0.1705 1.1224 -4.4510
O 0.1695 4.0279 -1.8497
C -3.4339 1.1855 0.7313
H 4.8142 3.6783 2.8373
H -0.6876 5.4554 -3.9827
H -0.9378 -6.1032 -1.6813
H -3.9466 -3.4940 -0.5700
H -1.9802 -4.8120 -1.0798
H -2.5505 -4.7055 1.9074
H 3.1576 -4.2417 -0.2040
H 6.9288 1.9988 -1.6875

Its relative energy (zero: lowest compared OMol25 entry of this formula, charge and spin) is 1.77 kJ/mol. The value obtained for the maximum force is 0.18 eV Å⁻¹. The expectation value of S² is 0.759. The total energy is -112738.3079 eV. The spin multiplicity is 2. Its charge is +2.

Entry 3:
A 5-piece molecular cluster, C44H53BrF4NO18P overall, computed with ωB97M-V/def2-TZVPD.

Element x y z (Å)
C 0.8762 -0.0661 -4.3681
H 7.9313 -1.4438 2.4669
C -0.3589 0.3131 -0.2791
O -3.7418 0.1812 -1.8340
H -5.1963 1.0105 1.0200
O 1.3270 -4.7993 2.3272
H -0.0340 -1.9981 -5.1690
C -3.7736 1.2179 -0.7498
C 6.3199 -0.2680 0.9476
C -0.8737 -1.2142 0.0612
H -2.2112 -9.1722 0.4666
O -8.8334 5.4308 -1.8315
C -2.2586 -3.8108 -2.5335
C 0.2754 -4.7562 3.2011
H -3.7903 1.8072 2.8863
C -8.1400 4.4451 -2.0192
H -8.2274 1.8535 -2.8945
H 0.3298 6.5396 2.9405
O -3.6067 2.4957 -1.1670
O 0.0923 -5.9509 3.8304
C -6.4749 3.1407 -2.7178
C 1.9405 -6.0606 2.5026
C 0.8356 -6.8807 3.0755
C -2.3196 -5.8553 -1.7215
C 5.4616 -2.1865 2.4559
H -5.6248 3.2424 -2.0348
H -3.1420 -4.8747 -4.1984
C 1.0571 2.1541 -2.0290
H 0.4415 5.6698 -2.4113
O -1.5454 -11.2499 2.1803
O 2.9007 3.1457 -3.6765
C 4.9247 7.8516 0.6187
C 2.5574 6.1136 2.1974
C -2.1898 -4.7771 -3.6664
H 0.9790 6.1052 -0.1967
H 0.0214 3.9189 3.7698
H -1.9761 -1.2455 0.5150
O -8.3231 3.2504 -1.3899
H -1.1847 1.8495 3.0377
H -1.2929 -3.3752 -2.2557
O -1.3155 -9.0047 2.3086
H 1.6988 -0.2451 1.8697
O 2.4686 -0.4382 -7.1420
C 1.2061 5.7536 3.1142
H -1.4100 -4.5176 -4.3875
C 0.1081 -1.8572 1.2384
H 2.0436 -1.0531 0.1016
H -1.5687 4.0685 2.0624
C 0.5856 4.2723 2.7813
Br 1.5198 -3.0939 -7.6978
C -0.7611 -10.2198 2.6050
H -0.6290 -0.4722 -6.1191
O -2.7522 -4.5886 -1.4666
H -0.6259 5.3737 1.0837
H 2.3016 -6.4568 1.5496
C 5.4952 6.6778 -0.3743
C 0.3418 -0.9678 -5.6324
H -3.8885 -0.3463 1.0493
H 6.8920 0.5562 0.3353
H 2.5819 -3.2967 1.3475
H -2.8399 0.3507 -2.2705
C 2.4428 7.7025 1.8022
H 5.1650 6.8300 -1.5109
H 0.1637 -3.0410 1.1859
C -2.4637 -9.2695 1.5278
H 1.5380 5.8944 4.2388
H 3.4800 5.8455 2.8790
H 5.2726 7.6293 1.7304
N 4.1758 -1.7298 1.7350
H 5.1232 5.5840 -0.0972
H 0.1881 -7.3478 2.3258
O -2.3091 -6.7539 -0.8967
O -1.8911 -5.9945 -3.0132
H -0.3723 -1.5977 2.2870
C 3.3185 8.1521 0.4890
H -6.1139 2.7445 -3.6707
C 0.8724 -0.5901 -2.7796
H -3.4393 -10.7479 2.8012
C 4.6909 -0.5854 0.8498
P 1.2772 5.1858 -1.3037
O -7.0884 4.4020 -2.8931
C -0.1499 3.1288 0.4277
H 6.6682 6.6849 -0.3638
C 1.3573 1.3363 -4.6942
C 0.5201 0.6112 -1.6704
C -1.6198 1.2795 2.0954
H 5.4915 8.8536 0.3085
F 1.3197 -7.8220 3.9164
C -2.8018 -10.6688 1.9142
F -3.1499 -2.8277 -2.7918
H 1.3425 1.7605 -5.8101
H 3.9542 0.0005 0.1535
F -3.3670 -11.3314 0.8802
H 2.8054 7.7197 -0.4704
H -1.6954 0.1464 2.3773
C 2.7526 -2.2690 1.8948
H 2.5834 -2.3683 3.0664
O 0.3023 -10.3633 3.1850
H 2.6616 8.3935 2.7445
C 6.8277 -1.3462 2.0764
C -7.5798 2.3206 -2.1448
H 2.7906 -5.9589 3.1855
H 1.3835 3.4458 2.5324
C -0.5227 4.2843 1.5291
H 5.5719 -3.0529 3.2428
H -0.9169 -1.9266 -0.8870
H -3.2680 -8.5672 1.7628
O 1.1696 -1.8506 -2.4530
C 1.8686 2.3298 -3.4494
H -3.2625 2.8652 1.3996
C -3.1966 1.7867 1.8634
H 3.2085 9.3373 0.4103
H 2.5886 5.3823 1.2753
O -0.4180 -3.7705 3.3889
C 0.7227 3.3899 -0.9694
O 2.8240 5.3651 -1.6010
F -7.0957 1.3793 -1.3039
C 1.6406 -1.2238 1.2123
C -4.0371 0.7958 0.8372
H 1.2987 7.8960 1.5277
C -0.7067 1.5847 0.7491
C 1.4994 -1.2893 -6.7483

The value obtained for the maximum force is 9.57 eV Å⁻¹. As for the SMILES: CCCCCCCCc1c(CCCC(=O)O)c(CCCCn2cccc2)c2c(c1[PH2]=O)C(=O)C=C(CC(=O)Br)C2=O.O=C1OC[C@@H](F)O1.O=C1OC[C@@H](F)O1.O=C1OC[C@@H](F)O1.O=C1OC[C@@H](F)O1. The total energy is -175005.9572 eV.